(1)
Formula: C36H25N4OPRh
Source: the OMol25 dataset
Level of theory: the ωB97M-V functional and the def2-TZVPD basis

Results
HOMO level = -10.1 eV
HOMO-LUMO gap = 5.62 eV
E = -58034.9208 eV
Total charge = +1
E_LUMO = -4.490 eV

Cartesian coordinates (Å):
1 Rh -0.387153 0.040554 -2.346831
2 O -1.344569 -1.515596 -3.494903
3 C -2.130505 -1.091878 -2.670709
4 C -3.262060 -1.135681 -1.915818
5 C -4.424001 -1.882339 -2.281457
6 C -5.574699 -1.727399 -1.557162
7 C -5.645346 -0.862496 -0.457670
8 C -4.519975 -0.160437 -0.053793
9 C -3.337763 -0.287574 -0.757677
10 P -1.743516 0.370426 -0.239425
11 C -2.172066 1.792208 0.814015
12 C -1.846842 1.867708 2.165641
13 C -2.300818 2.932686 2.924080
14 C -3.064460 3.933179 2.345386
15 C -3.370035 3.871884 0.993128
16 C -2.919229 2.813954 0.226688
17 C -1.124534 -0.875432 0.925993
18 C 0.148081 -0.675322 1.455665
19 C 0.671420 -1.570931 2.366537
20 C -0.082932 -2.667303 2.762704
21 C -1.348162 -2.864100 2.236791
22 C -1.869099 -1.985836 1.302924
23 H -4.367419 -2.560089 -3.118890
24 H -6.449822 -2.291989 -1.836146
25 H -6.568197 -0.759899 0.089402
26 H -4.565285 0.485223 0.811023
27 H -1.266545 1.086801 2.632209
28 H -2.062647 2.971630 3.975790
29 H -3.415339 4.759002 2.945839
30 H -3.967043 4.649146 0.541419
31 H -3.157993 2.757352 -0.827423
32 H 0.716933 0.188026 1.134870
33 H 1.660106 -1.406652 2.765979
34 H 0.309752 -3.369332 3.482029
35 H -1.941118 -3.708888 2.547625
36 H -2.848504 -2.166100 0.886773
37 N 8.031036 -0.244968 3.436475
38 C 7.156301 -0.270718 2.698057
39 C 6.063636 -0.262476 1.799850
40 C 6.156776 -0.824206 0.525441
41 C 5.065017 -0.785323 -0.321770
42 C 3.879311 -0.167817 0.074575
43 C 3.810418 0.418487 1.339074
44 C 4.880080 0.355873 2.205045
45 C 2.679498 -0.131088 -0.781515
46 C 2.259777 1.111848 -1.295431
47 C 3.045648 2.313283 -1.289791
48 C 2.296083 3.281804 -1.915586
49 C 1.095930 2.678510 -2.296215
50 N 1.081390 1.359034 -1.941099
51 C 1.965751 -1.333675 -0.988607
52 C 2.405135 -2.648867 -0.605864
53 C 1.367911 -3.507485 -0.878458
54 C 0.338827 -2.734675 -1.431557
55 N 0.705895 -1.420309 -1.505177
56 H 7.078614 -1.287528 0.202919
57 H 5.136253 -1.216087 -1.309939
58 H 2.901994 0.911303 1.648910
59 H 4.817341 0.785451 3.192687
60 H 4.043395 2.392910 -0.906280
61 H 2.575653 4.299763 -2.096687
62 H 0.269199 3.140213 -2.806174
63 H 3.364352 -2.882636 -0.190781
64 H 1.338630 -4.564576 -0.698871
65 H -0.620064 -3.093754 -1.767590
66 N -1.913772 1.811617 -4.325475
67 C -1.336536 1.284396 -3.466119
68 H -2.368099 2.277191 -5.078651

Atomic forces in eV per Å
Rh -3.138 -0.173 1.205
O -2.261 -0.711 -0.806
C 6.224 0.658 -0.459
C -4.012 -0.042 1.528
C 1.229 0.402 0.114
C -0.595 -0.031 0.399
C 0.347 -0.267 -0.497
C -0.026 0.011 -0.035
C 0.045 -0.798 -0.902
P 1.087 0.295 0.005
C -0.068 -0.074 -0.174
C -0.087 -0.140 -0.154
C 0.026 0.109 0.056
C 0.052 -0.065 -0.018
C -0.066 0.123 -0.023
C 0.127 -0.139 0.071
C -0.349 0.072 -0.063
C -0.150 0.066 -0.148
C -0.052 -0.020 0.042
C -0.012 0.031 0.020
C -0.008 -0.178 -0.008
C 0.151 0.174 0.091
H -0.098 -0.017 -0.154
H -0.125 -0.042 -0.055
H -0.143 -0.002 0.043
H 0.060 0.034 0.080
H 0.011 -0.062 0.054
H 0.035 0.034 0.099
H -0.046 0.056 0.022
H -0.032 0.085 -0.064
H -0.069 0.074 -0.100
H 0.088 0.048 0.035
H 0.128 -0.035 0.056
H 0.072 -0.040 0.066
H -0.025 -0.164 0.059
H -0.114 -0.017 0.014
N 0.350 -0.032 0.298
C 0.430 -0.060 0.180
C -0.747 0.070 -0.560
C 0.034 0.049 0.207
C -0.202 0.081 -0.073
C 0.518 -0.003 0.157
C -0.141 -0.118 -0.173
C 0.199 -0.085 -0.075
C -1.085 -0.043 -0.943
C 1.227 0.127 0.560
C -0.477 -0.479 0.086
C 0.238 -0.061 0.152
C 0.098 -1.462 0.413
N 0.447 1.793 -0.869
C 1.305 -0.302 0.663
C -0.408 0.895 -0.030
C 0.046 0.115 -0.082
C 0.441 1.192 0.083
N -0.565 -1.616 -0.131
H 0.023 0.003 0.032
H -0.008 -0.055 -0.063
H -0.117 0.086 0.021
H -0.005 0.071 0.066
H 0.164 0.078 0.175
H 0.041 0.229 -0.051
H -0.093 -0.051 -0.061
H 0.158 -0.068 0.177
H -0.026 -0.189 -0.050
H -0.034 0.115 -0.002
N 0.182 -0.085 0.622
C -0.133 0.427 -1.002
H -0.066 0.125 -0.126

(2)
Formula: C13H12ClN4O
Source: the OMol25 dataset
Level of theory: the ωB97M-V functional and the def2-TZVPD basis

Results
HOMO level = -11.9 eV
HOMO-LUMO gap = 7.80 eV
E = -34196.9860 eV
Total charge = +1
E_LUMO = -4.112 eV

Cartesian coordinates (Å):
1 C -0.402291 0.335110 -4.968307
2 C 0.118879 0.292869 -3.570131
3 C 0.065990 -0.955263 -2.730709
4 C 0.528593 -1.012244 -1.445706
5 O 0.585932 -2.104149 -0.696352
6 C 1.008422 0.312640 -0.979397
7 N 1.181994 1.379935 -1.835015
8 C 1.703423 2.419295 -1.006941
9 N 1.797003 2.057816 0.246733
10 N 1.390181 0.742551 0.172881
11 C 1.384412 -0.064469 1.426601
12 C 0.013704 -0.212229 2.237627
13 C -1.282207 -0.115831 1.782131
14 C -2.376193 -0.419957 2.715674
15 C -2.094501 -0.544143 4.124275
16 Cl -3.377503 -0.645669 5.230052
17 C -0.838611 -0.571036 4.549735
18 C 0.199599 -0.507364 3.563006
19 N 0.595955 1.407147 -3.099658
20 H 0.403285 0.082363 -5.719123
21 H -0.786137 1.363036 -5.222170
22 H -1.157734 -0.370955 -5.013127
23 H -0.430399 -1.860893 -3.171113
24 H 0.172317 -2.852284 -1.080796
25 H 1.862355 3.519396 -1.216106
26 H 1.912674 -0.924907 1.129985
27 H 2.071546 0.421746 2.077334
28 H -1.610407 0.073823 0.794661
29 H -3.338545 -0.332937 2.311793
30 H -0.561807 -0.539581 5.558880
31 H 1.260071 -0.373816 3.833286

Atomic forces in eV per Å
C 1.569 1.758 -0.508
C 0.549 -0.495 2.076
C -0.468 0.189 -0.998
C -0.145 1.574 -1.865
O 0.909 1.811 1.595
C 0.199 -0.342 -1.584
N -1.124 -0.623 0.632
C -0.824 1.729 -0.404
N -0.558 -1.742 -2.434
N 0.122 -0.333 4.345
C -1.652 1.120 0.112
C 1.352 -0.374 -1.251
C -2.678 -1.471 2.419
C 3.855 1.296 0.001
C -2.454 -0.054 -3.203
Cl -0.708 -0.036 0.464
C 3.729 0.100 -2.005
C 0.669 1.183 1.550
N 1.277 0.762 0.171
H -0.777 0.170 0.903
H 0.407 -1.114 0.354
H -1.639 -1.325 -0.589
H 0.726 0.956 0.346
H -0.734 -1.141 -0.856
H -0.187 -1.797 -0.609
H -0.104 -1.774 -0.003
H 0.433 0.714 0.454
H 0.094 0.268 -1.026
H -1.362 -0.110 -0.087
H 0.185 -0.280 1.307
H -0.660 -0.619 0.695

- Look up the HOMO-LUMO gap of the first one.
  5.62 eV

- HOMO-LUMO gap of number 1 (C36H25N4OPRh)?
  5.62 eV

- Among the records above, which one has the lowest E?
  C36H25N4OPRh

- What is the E_LUMO in the first record?
  -4.490 eV